Record 1
This record from the Open Molecules 2025 dataset describes C5H9NO4S as an isolated structure. The level of theory is ωB97M-V/def2-TZVPD.

Summary:
* total charge: 0
* DFT total energy: -25842.218 eV

Atoms and positions in Å:
H1 1.786821 -1.245310 -1.536345
O1 2.427535 1.834071 -1.808937
C1 0.030949 -0.635945 -0.428219
H2 -2.248812 -1.129108 0.432214
H3 -1.538592 -2.671818 1.246567
C2 1.430728 -0.460068 -0.888850
H4 1.451319 1.869666 1.051028
C3 0.600529 1.970783 0.298791
C4 -0.514305 1.452606 0.966664
H5 -2.427742 -2.666254 -0.256183
O2 -0.111795 0.797296 2.108654
O3 -1.702475 1.468702 0.642827
C5 -1.683940 -2.083079 0.325717
H6 0.369080 3.033955 0.071557
H7 -0.929985 0.565015 2.638480
H8 0.149660 -2.561984 -0.736422
S1 1.150201 1.293876 -1.360235
N1 -0.415197 -1.846757 -0.305046
O4 0.150030 1.328626 -2.353514
H9 2.025988 -0.314271 -0.108749

Forces on the atoms, in the same order (eV/Å):
0.6 0.4 -1.0
-0.8 0.4 1.6
0.0 -0.6 1.4
1.0 -0.4 0.5
-0.1 0.6 -0.1
-4.0 0.5 -2.4
-0.6 0.5 -1.5
3.8 2.3 -1.1
-5.4 -3.5 0.9
0.9 -0.1 -0.2
-1.3 0.3 0.9
2.1 1.0 0.9
-2.0 -0.7 0.0
0.5 -0.5 0.0
1.1 0.3 -1.1
-0.2 -1.1 0.3
3.0 -1.2 -1.2
0.6 1.3 -1.0
-2.0 0.4 -0.5
2.7 0.1 3.7

***

Record 2
This record from the Open Molecules 2025 dataset describes one molecule with the formula C5H9NOS. The level of theory is ωB97M-V/def2-TZVPD.

Summary:
* total charge: 0
* DFT total energy: -19700.601 eV

Atoms and positions in Å:
C1 1.235702 1.348874 -0.551471
C2 -0.945905 -0.700892 2.468907
H1 2.593331 -0.166338 -1.575897
H2 -0.974494 -1.593559 3.092161
H3 1.976993 1.661961 0.189696
C3 0.587772 -0.025978 -0.561166
H4 -2.170649 -1.720216 1.123172
H5 -1.063905 -1.113380 -1.315720
O1 -1.711026 0.008734 0.293208
H6 0.512701 2.145428 -0.815666
S1 -0.099718 0.663910 2.757172
C4 1.575281 0.317957 -1.584020
H7 -1.263902 0.663113 -1.519408
N1 -1.462567 -0.994715 1.238011
H8 1.191343 0.402828 -2.595503
C5 -0.873767 -0.149166 -0.844683
H9 0.892810 -0.748561 0.201207

Forces on the atoms, in the same order (eV/Å):
-0.8 0.4 0.0
0.7 0.3 -1.7
-1.3 0.6 0.2
-0.2 0.2 0.3
-0.4 -0.4 -0.2
0.1 -0.1 1.9
0.3 0.2 0.3
-0.2 -0.2 -0.1
0.2 -0.2 1.0
0.7 -0.5 0.0
-0.3 -0.3 0.6
1.4 -0.4 -1.4
0.6 -0.8 0.5
-0.8 -0.2 -0.1
0.1 0.3 0.0
-0.2 0.8 -1.1
0.1 0.3 -0.1

***

Record 3
This record from the Open Molecules 2025 dataset describes one molecule with the formula C5H9NOS. The level of theory is ωB97M-V/def2-TZVPD.

Summary:
* total charge: 0
* DFT total energy: -19702.484 eV

Atoms and positions in Å:
C1 -0.671764 1.182369 -1.145827
H1 -0.205585 1.311918 1.356128
H2 2.012470 -0.412100 1.720637
O1 -0.208479 -1.888006 0.391695
H3 -1.208548 -2.006642 0.247565
H4 -1.292358 0.029792 1.857519
H5 -1.135211 1.018125 -2.113830
C2 0.470718 0.098295 -1.022299
C3 1.812846 -0.621097 0.686279
C4 -0.709229 0.373171 1.025264
S1 2.174378 0.665731 -0.494270
C5 0.256251 -0.591140 0.377051
H6 -2.221033 0.105203 -0.453559
H7 2.236697 -1.608423 0.424692
N1 -1.621341 0.877195 -0.071868
H8 0.480884 -0.687230 -1.731494
H9 -0.170695 2.152840 -1.053683

Forces on the atoms, in the same order (eV/Å):
1.3 -1.4 -0.5
0.0 -0.7 -0.1
0.5 0.2 0.5
-2.3 -1.8 -0.5
2.3 0.7 0.3
-0.2 -0.6 0.4
-0.2 0.6 -0.1
-0.4 0.9 1.7
-1.5 -0.7 0.8
-0.3 2.1 -0.3
-0.6 0.1 -0.8
1.4 0.8 -0.8
0.6 0.8 0.8
-0.3 0.5 0.0
0.3 -1.1 -0.1
0.2 -0.4 -1.2
-0.6 0.0 0.0

***

Record 4
This record from the Open Molecules 2025 dataset describes one molecule with the formula C5H9NOS. The level of theory is ωB97M-V/def2-TZVPD.

Summary:
* total charge: 0
* DFT total energy: -19700.010 eV

Atoms and positions in Å:
H1 -1.786518 2.441105 1.983972
C1 1.905714 -0.678726 -0.772152
H2 1.599285 0.438578 1.000299
H3 1.285019 -1.270629 1.367373
O1 -2.114664 -1.282264 -2.539673
C2 -0.270726 -0.471345 0.431303
S1 -1.247070 0.152078 1.750041
H4 2.773558 -1.217771 -0.458109
H5 0.002664 2.105686 2.000466
H6 2.066077 0.255625 -1.197910
N1 -0.862831 -0.922406 -0.631792
C3 -0.975908 2.012025 1.591570
H7 -1.118733 2.190054 0.548485
H8 -2.262362 -0.358224 -2.761753
C4 -1.470080 -1.680220 -1.417467
C5 1.216954 -0.415883 0.619197
H9 1.259622 -1.297683 -1.513848

Forces on the atoms, in the same order (eV/Å):
-2.7 1.8 2.5
-2.0 -2.4 1.2
0.8 2.7 1.6
0.8 0.9 -0.8
0.3 -1.1 0.3
-1.2 0.8 -1.6
-1.0 0.4 0.7
1.0 -0.2 -0.8
0.4 1.2 0.2
0.8 1.5 -0.9
1.0 1.2 1.7
2.0 -3.9 -2.0
0.7 0.3 -0.8
0.5 0.7 0.6
-0.8 -0.3 -0.7
-1.9 -4.6 -2.6
1.3 0.9 1.6

***

Record 5
This record from the Open Molecules 2025 dataset describes C5H9NOS2 as an isolated structure. The level of theory is ωB97M-V/def2-TZVPD.

Summary:
* total charge: 0
* DFT total energy: -30536.550 eV

Atoms and positions in Å:
C1 -0.040457 0.349332 -0.988971
C2 -0.346693 1.503205 -1.868884
C3 -0.559500 -1.593394 1.401211
H1 -0.433986 2.184171 -3.788704
H2 -0.183599 -2.356231 2.037482
H3 -1.683346 -1.488394 1.530967
C4 0.508982 -0.533725 1.629134
O1 0.104251 -0.788712 -1.440963
H4 -0.701163 2.421219 -1.453409
H5 2.249911 -1.713447 0.446919
S1 0.180033 0.480737 3.115122
H6 -0.248430 1.631639 0.627974
N1 0.129176 0.787607 0.312087
C5 -0.065182 1.436848 -3.162012
H7 -0.430025 -1.953800 0.439060
S2 2.263918 -0.771361 1.394811
H8 0.303161 0.451639 -3.563981
H9 -1.047052 -0.047334 3.332157

Forces on the atoms, in the same order (eV/Å):
0.2 0.8 1.0
0.5 -0.2 -0.9
0.2 0.0 1.0
0.1 1.2 -1.2
-0.2 -1.2 0.8
1.7 0.9 0.3
-2.4 4.1 -2.2
0.2 0.7 0.9
-0.4 0.4 0.4
-0.4 0.0 -0.2
0.1 -0.6 -0.1
-0.6 1.3 0.5
1.2 -5.3 0.3
-0.2 -2.5 0.6
0.2 -0.7 -2.0
-0.3 -0.4 0.7
-0.3 1.3 0.3
0.4 0.2 -0.1

***

Record 6
This record from the Open Molecules 2025 dataset describes C5H9NS as an isolated structure. The level of theory is ωB97M-V/def2-TZVPD.

Summary:
* total charge: 0
* DFT total energy: -17652.425 eV

Atoms and positions in Å:
H1 0.128020 1.820395 -1.033362
H2 3.084766 -1.418915 -0.732471
C1 1.938867 0.945514 -0.032484
C2 0.137433 0.156839 0.402086
H3 0.449233 0.096822 1.467241
C3 0.512950 1.555694 -0.023916
H4 2.609249 -1.143016 1.182327
N1 1.260442 -0.332192 -0.386208
H5 2.470652 1.274875 -0.860092
S1 -2.738497 -0.192808 0.068736
H6 2.483170 0.961120 0.976020
H7 -0.745138 -0.736873 -1.356138
C4 -1.065138 -0.396908 -0.271296
C5 2.209177 -1.470789 0.119623
H8 1.725336 -2.545970 0.186627
H9 0.387826 2.359721 0.609455

Forces on the atoms, in the same order (eV/Å):
0.5 -0.3 0.6
-2.0 -0.5 2.5
-1.2 0.1 -0.2
-0.3 -1.4 0.1
-1.4 -0.5 -0.1
0.8 -0.3 -1.3
-0.6 -0.9 -2.0
3.8 -1.5 1.6
1.9 0.8 -1.0
3.7 -0.6 -0.4
-0.8 0.0 -1.3
-0.8 0.4 2.3
-3.9 0.5 -1.2
0.0 0.5 -0.8
0.9 2.3 -0.3
-0.7 1.5 1.6

***

Computed energy relative to the best compared isomer or geometry (same formula, charge and spin) (eV) in order:
4.993, 3.702, 1.820, 4.293, 1.324, 3.768
Computed strongest force on any atom (eV/Å) in order:
6.452, 2.009, 3.017, 5.592, 5.483, 4.438